36
Properties=species:S:1:pos:R:3:lowdin_charge:R:1 method="wB97M-V/def2-TZVPD" spin_multiplicity=1 charge=+3 e_lumo_ev="-12.58 / -13.17" gap_ev="4.6 / 4.0"
Ta -0.20727 0.70080 0.18498 1.83
C 3.92265 -1.86810 3.11903 -0.30
S 2.17318 -2.20014 2.88384 0.93
C 1.49424 -0.64613 2.44033 -0.97
S 1.41024 -0.98464 0.70337 0.67
N 1.11034 0.36971 3.07642 0.07
N 0.56073 1.26935 2.16446 -0.17
C 0.21399 2.41994 2.60451 0.04
C -0.31255 3.35235 1.62160 -0.23
C -0.70279 4.62430 1.95177 0.08
C -1.12700 5.48223 0.92185 0.07
C -1.12715 5.02197 -0.37735 0.04
C -0.73183 3.70981 -0.63722 -0.03
N -0.33874 2.87961 0.33610 -0.06
H 4.41417 -2.83699 3.03869 0.07
H 4.03817 -1.46137 4.12686 0.07
H 4.29131 -1.17073 2.36842 0.06
H 0.34502 2.69337 3.64875 0.18
H -0.66620 4.96045 2.98004 0.15
H -1.43665 6.49446 1.14962 0.15
H -1.42890 5.65447 -1.20134 0.15
H -0.73752 3.32344 -1.65054 0.14
Br -7.08199 0.08448 3.03491 0.89
C -6.06131 -0.14536 1.48579 -0.66
C -6.67482 -0.59521 0.30619 0.00
C -5.95084 -0.78229 -0.87034 0.01
C -4.60127 -0.52366 -0.88951 0.05
C -3.97691 -0.06841 0.29787 -0.14
C -4.71438 0.11905 1.49288 -0.01
C -2.60765 0.18360 0.28949 -0.42
O -1.87864 0.59979 1.30111 -0.09
O -1.79900 0.03444 -0.76968 -0.12
H -7.73780 -0.80313 0.31693 0.13
H -6.45669 -1.13291 -1.75898 0.14
H -4.01965 -0.66808 -1.78986 0.14
H -4.22448 0.45804 2.39490 0.13



12
Properties=species:S:1:pos:R:3:lowdin_charge:R:1 method="wB97M-V/def2-TZVPD" spin_multiplicity=1 relative_energy_kj_mol=584.5 e_lumo_ev=-0.37 gap_ev=8.2
C -1.14770 -0.23988 0.06203 -0.35
C -0.54969 -1.42186 0.02275 -0.16
C -0.06118 0.62023 0.02621 -0.25
H -3.07982 -0.34594 0.80113 0.15
H -2.47557 1.30886 0.13072 0.18
H -0.92415 -2.42288 -0.23266 0.13
H 2.60100 0.75566 -0.79011 0.32
N -2.47736 0.12854 -0.03134 0.04
N 0.74882 -1.46854 -0.20095 0.10
N 1.02355 -0.20354 -0.09511 -0.27
O 2.30181 0.07776 0.35020 -0.02
F 0.10561 1.90401 -0.12054 0.14